The following is a quantum chemistry calculation of 2 unconnected molecules or ions with the total composition C2H5FN2O at a distorted geometry, from OMol25.

ORCA input file:
```
! wB97M-V def2-TZVPD RIJCOSX def2/J DEFGRID3
* xyz 0 1
C 0.808 0.035 0.096
C -0.679 0.061 0.189
N 1.345 -1.152 -0.298
N -1.333 1.120 -0.509
O 1.468 1.032 0.213
F -1.182 -1.182 -0.078
H -0.910 -0.211 1.853
H 0.869 -2.060 -0.290
H 2.365 -1.051 -0.309
H -0.576 1.767 -0.671
H -2.176 1.641 -0.198
*
```

Results
energy: -363.757688 hartree
LUMO level: 0.3295 eV
molecular weight: 92.07 g/mol
HOMO level: -9.6 eV


The following is a quantum chemistry calculation of a molecular structure, C36H70Br8F3NiO14S6 at a distorted geometry, from OMol25.

ORCA input file:
```
! wB97M-V def2-TZVPD RIJCOSX def2/J DEFGRID3
* xyz 1 3
Ni 0.811 -3.480 -1.827
C -0.060 -0.185 -1.300
O 0.541 0.555 -0.229
O 0.539 -1.443 -1.111
C -1.568 -0.020 -1.489
F -1.832 1.287 -1.452
F -1.971 -0.559 -2.697
F -2.384 -0.523 -0.555
C 1.058 1.803 -0.573
C 1.149 2.539 0.807
H 1.408 3.589 0.669
H 0.081 2.602 1.017
H 1.391 1.913 1.666
H 0.767 2.471 -1.383
H 2.064 1.603 -0.943
H 0.265 0.226 -2.257
C 4.305 -2.435 1.811
C 4.306 -3.793 2.401
C 3.248 -4.664 1.657
S 1.799 -3.561 1.517
O 0.953 -3.672 2.715
O 1.177 -3.849 0.249
C 2.857 -2.010 1.573
H 4.880 -2.326 0.891
H 4.807 -1.701 2.441
H 3.983 -3.783 3.442
H 5.243 -4.337 2.286
H 2.895 -5.542 2.199
H 3.401 -4.896 0.603
H 2.446 -1.495 2.441
H 2.469 -1.274 0.868
C 4.300 1.149 3.680
C 3.576 2.538 3.739
C 3.348 2.839 5.254
S 5.103 2.464 5.959
O 4.957 1.572 7.123
O 6.008 3.583 5.998
C 5.629 1.370 4.451
H 4.517 0.999 2.622
H 3.716 0.284 3.994
H 2.615 2.483 3.228
H 4.199 3.303 3.276
H 2.622 2.343 5.897
H 3.173 3.866 5.574
H 6.170 0.508 4.841
H 6.178 2.098 3.854
C -2.379 -5.711 1.520
C -3.082 -4.352 2.016
C -2.586 -3.207 1.169
S -2.493 -3.942 -0.561
O -1.152 -3.787 -1.251
O -3.693 -3.617 -1.269
C -2.560 -5.712 -0.002
H -3.079 -6.450 1.912
H -1.340 -5.989 1.697
H -2.714 -4.244 3.036
H -4.170 -4.409 2.069
H -1.577 -3.004 1.529
H -3.265 -2.362 1.051
H -1.785 -6.275 -0.522
H -3.522 -6.148 -0.270
C -2.592 4.375 1.435
C -2.507 4.771 -0.023
C -2.947 6.241 -0.178
S -4.355 6.442 1.022
O -5.655 6.290 0.249
O -4.073 7.596 1.880
C -3.969 4.854 1.853
H -1.826 4.961 1.941
H -2.328 3.357 1.723
H -3.164 4.076 -0.546
H -1.463 4.703 -0.331
H -3.394 6.437 -1.153
H -2.127 6.902 0.103
H -4.799 4.200 1.586
H -4.174 5.048 2.906
C -3.048 -4.008 -5.891
C -3.155 -5.298 -5.050
C -1.759 -5.454 -4.612
S -0.741 -3.928 -4.898
O -0.014 -4.025 -6.129
O -0.044 -3.503 -3.662
C -2.164 -2.884 -5.272
H -3.993 -3.545 -6.176
H -2.560 -4.174 -6.851
H -3.535 -6.149 -5.615
H -3.748 -5.356 -4.137
H -1.225 -6.327 -4.987
H -1.680 -5.575 -3.531
H -1.852 -2.108 -5.970
H -2.496 -2.571 -4.282
C -2.226 -0.080 5.151
C -2.337 -0.026 3.596
C -1.082 0.749 3.091
S -0.246 1.568 4.594
O -0.131 2.997 4.301
O 0.876 0.639 4.831
C -1.693 1.265 5.698
H -1.589 -0.963 5.201
H -3.131 -0.295 5.719
H -3.290 0.393 3.274
H -2.292 -1.024 3.160
H -1.361 1.545 2.400
H -0.336 0.107 2.623
H -2.443 2.043 5.556
H -1.233 1.248 6.686
Br -5.942 0.547 -2.200
C -5.367 -1.205 -3.010
C -6.485 -2.193 -2.736
Br -6.379 -3.723 -3.906
H -4.351 -1.374 -2.652
H -5.281 -1.038 -4.083
H -7.514 -1.831 -2.733
H -6.341 -2.649 -1.757
Br 4.285 1.346 -5.312
C 3.996 1.480 -3.391
C 5.167 2.219 -2.742
Br 5.354 1.515 -0.906
H 4.046 0.429 -3.105
H 2.998 1.879 -3.212
H 5.088 3.289 -2.549
H 6.187 2.046 -3.085
Br 4.778 5.018 0.799
C 4.186 5.956 -0.839
C 2.720 6.294 -0.770
Br 2.078 7.512 -2.300
H 4.518 5.436 -1.738
H 4.689 6.923 -0.826
H 2.481 6.823 0.152
H 2.055 5.431 -0.804
Br 1.276 -0.973 -7.647
C 1.482 -0.772 -5.649
C 1.110 0.585 -5.278
Br -0.792 0.712 -5.389
H 2.492 -0.995 -5.305
H 0.791 -1.436 -5.129
H 1.408 1.352 -5.993
H 1.423 0.660 -4.237
*
```

Results
⟨S²⟩: 2.007
energy: -27255.709684 hartree
LUMO level (spin up / spin down): -3.8517 / -4.8887 eV
molecular weight: 1674.26 g/mol
HOMO level (spin up / spin down): -11.1 / -11.1 eV


The following is a quantum chemistry calculation of a molecular structure, C42H42Cl2F6N11O6PS2Zr, from OMol25.

ORCA input file:
```
! wB97M-V def2-TZVPD RIJCOSX def2/J DEFGRID3
* xyz 0 1
Zr 0.875 1.279 -0.607
C -5.531 -6.994 9.066
O -5.672 -5.594 8.893
C -4.908 -4.997 7.947
C -5.092 -3.621 7.797
C -4.364 -2.923 6.862
C -3.433 -3.577 6.049
C -3.256 -4.944 6.210
C -3.985 -5.662 7.149
C -2.684 -2.796 5.061
N -2.735 -1.491 4.934
C -1.904 -1.200 3.884
C -1.337 -2.341 3.373
N -1.842 -3.363 4.140
C -0.423 -2.341 2.276
C 0.236 -3.457 1.747
C 1.106 -3.286 0.700
C 1.259 -2.013 0.150
N 0.621 -0.952 0.616
C -0.165 -1.090 1.693
C -0.711 0.133 2.250
N -0.316 1.291 1.676
C -0.795 2.417 2.175
C -1.698 2.465 3.242
C -2.102 1.295 3.830
C -1.589 0.089 3.338
H -6.230 -7.272 9.849
H -4.516 -7.253 9.377
H -5.782 -7.533 8.150
H -5.816 -3.124 8.429
H -4.504 -1.858 6.741
H -2.536 -5.488 5.610
H -3.820 -6.725 7.248
H -1.683 -4.346 4.012
H 0.070 -4.442 2.165
H 1.655 -4.116 0.278
H 1.887 -1.857 -0.721
H -0.443 3.330 1.721
H -2.058 3.427 3.580
H -2.795 1.276 4.660
F 6.462 0.897 1.121
C 5.181 1.210 1.267
F 5.013 2.502 1.029
F 4.798 0.940 2.513
S 4.181 0.181 0.113
O 2.806 0.615 0.358
O 4.489 -1.164 0.456
N 4.716 0.609 -1.291
S 3.904 1.389 -2.372
O 2.458 1.362 -2.134
O 4.328 1.117 -3.699
C 4.374 3.170 -2.112
F 4.237 3.823 -3.255
F 5.642 3.236 -1.725
F 3.608 3.733 -1.193
C 2.392 3.717 2.473
O 2.011 3.072 1.276
H 1.524 4.029 3.064
H 3.014 4.594 2.278
H 2.968 3.006 3.061
H 1.505 3.633 0.660
N 0.205 -0.377 -1.965
C -0.461 -1.113 -2.568
C -1.200 -2.063 -3.236
C -1.851 -3.043 -2.447
N -2.340 -3.828 -1.757
C -1.222 -2.055 -4.651
N -1.198 -2.018 -5.804
C 3.206 -1.742 -5.181
P 3.046 -1.929 -3.366
C 2.167 -3.549 -3.321
C 4.740 -2.506 -2.955
H 3.710 -2.606 -5.622
H 3.772 -0.840 -5.415
H 2.215 -1.652 -5.631
H 2.799 -4.351 -3.711
H 1.265 -3.493 -3.933
H 1.855 -3.811 -2.309
H 5.028 -3.364 -3.569
H 4.800 -2.783 -1.901
H 5.456 -1.699 -3.120
Cl -2.021 1.282 -0.787
C -2.161 3.018 -0.627
C -3.408 3.595 -0.515
C -3.489 4.975 -0.379
C -2.323 5.727 -0.342
C -1.088 5.112 -0.453
Cl 0.354 6.078 -0.343
C -0.941 3.725 -0.627
N 0.245 3.076 -0.725
H -4.294 2.975 -0.532
H -4.452 5.459 -0.293
H -2.359 6.801 -0.220
C -1.360 2.278 -4.005
C -1.613 2.693 -5.478
N -0.343 3.003 -6.138
C 0.368 3.995 -5.329
C 0.749 3.392 -3.953
N 0.077 2.100 -3.768
C 0.601 1.167 -4.776
C 0.456 1.777 -6.195
H -1.869 1.341 -3.764
H -1.721 3.042 -3.312
H -2.259 3.572 -5.530
H -2.097 1.890 -6.037
H -0.284 4.863 -5.212
H 1.256 4.321 -5.874
H 0.482 4.050 -3.125
H 1.824 3.214 -3.898
H 0.042 0.234 -4.708
H 1.643 0.948 -4.539
H -0.033 1.073 -6.871
H 1.431 2.024 -6.620
*
```

Results
energy: -5383.926023 hartree
LUMO level: -0.9326 eV
molecular weight: 1168.10 g/mol
HOMO level: -7.5 eV


The following is a quantum chemistry calculation of a molecular structure, C37H36N7SYb, from OMol25.

ORCA input file:
```
! wB97M-V def2-TZVPD RIJCOSX def2/J DEFGRID3
* xyz 0 2
Yb 0.265 -0.557 0.505
N -1.788 -0.111 -3.725
C -1.185 0.113 -2.502
S 0.471 -0.552 -2.327
N -1.782 0.797 -1.605
N -1.046 0.982 -0.443
C -1.452 1.968 0.381
C -2.732 2.696 0.173
C -2.931 3.480 -0.960
C -4.119 4.170 -1.131
C -5.128 4.072 -0.181
C -4.940 3.287 0.945
C -3.744 2.604 1.122
C -0.660 2.269 1.473
C -0.927 3.325 2.429
C -0.280 3.331 3.598
C 0.556 2.131 3.941
C 1.231 1.685 2.689
N 0.601 1.627 1.563
H -1.517 -0.956 -4.201
H -2.773 0.105 -3.754
H -2.151 3.544 -1.706
H -4.261 4.783 -2.011
H -6.057 4.608 -0.321
H -5.721 3.204 1.689
H -3.588 1.995 2.003
H -1.607 4.118 2.149
H -0.362 4.150 4.299
H 1.293 2.343 4.717
H 2.241 1.286 2.727
C 3.699 -3.574 1.366
C 2.698 -2.855 0.751
N 1.885 -2.019 1.413
C 1.989 -1.916 2.763
C 3.012 -2.612 3.468
C 3.855 -3.428 2.745
C 3.068 -2.474 4.908
C 2.213 -1.675 5.566
C 1.209 -0.885 4.868
C 0.399 0.032 5.456
C -0.355 0.945 4.544
C -0.907 0.073 3.467
N -0.143 -0.787 2.853
C 1.060 -1.126 3.463
H 4.329 -4.231 0.786
H 2.506 -2.932 -0.309
H 4.627 -3.979 3.271
H 3.821 -3.038 5.443
H 2.276 -1.576 6.642
H 0.357 0.162 6.528
H -1.171 1.458 5.058
H -1.914 0.219 3.088
C 1.529 -2.355 -4.875
C 2.057 -3.053 -3.608
C 3.125 -2.226 -2.896
C 0.962 -3.730 -2.770
C 0.777 -5.071 -3.106
C -0.186 -5.868 -2.521
C -1.011 -5.307 -1.570
C -0.890 -3.975 -1.191
C -1.882 -3.534 -0.121
C -1.318 -3.707 1.290
C -2.537 -2.165 -0.285
C 0.114 -3.172 -1.777
N 0.257 -1.857 -1.268
H 2.224 -2.517 -5.700
H 1.410 -1.283 -4.748
H 0.564 -2.764 -5.177
H 2.616 -3.914 -3.985
H 2.747 -1.365 -2.346
H 3.829 -1.842 -3.636
H 3.697 -2.841 -2.201
H 1.425 -5.499 -3.862
H -0.293 -6.904 -2.811
H -1.786 -5.907 -1.107
H -2.701 -4.255 -0.212
H -0.442 -3.076 1.468
H -0.997 -4.733 1.470
H -2.058 -3.435 2.045
H -2.012 -1.363 0.255
H -3.530 -2.169 0.169
H -2.624 -1.841 -1.319
*
```

Results
⟨S²⟩: 0.751
energy: -3371.718000 hartree
LUMO level (spin up / spin down): 0.2122 / 0.1250 eV
molecular weight: 783.85 g/mol
HOMO level (spin up / spin down): -6.0 / -6.0 eV